The following is a DFT calculation (ωB97M-V with the def2-TZVPD basis set) of an isolated molecule of C6H9N.

```
16
Properties=species:S:1:pos:R:3:forces:R:3
C 3.371 0.415 0.242 0.083 0.027 0.020
C 2.003 -0.035 -0.016 -0.469 -0.170 -0.115
C 0.888 -0.421 -0.255 0.566 0.093 -0.002
C -0.429 -0.935 -0.631 0.146 -0.171 -0.274
N -1.481 -0.348 0.130 0.253 -0.577 0.396
C -2.816 -0.250 -0.156 -0.038 0.321 0.516
C -1.744 0.877 0.704 -0.437 0.110 -0.230
H 3.796 0.886 -0.650 -0.070 -0.060 0.137
H 4.011 -0.429 0.517 -0.104 0.124 -0.028
H 3.399 1.144 1.057 -0.024 -0.097 -0.104
H -0.596 -0.775 -1.709 0.086 -0.009 -0.020
H -0.478 -2.014 -0.444 0.202 0.044 -0.203
H -3.578 -0.619 0.518 0.248 -0.446 0.120
H -3.108 -0.306 -1.237 0.098 0.944 0.710
H -1.891 1.822 0.192 0.591 -0.084 -0.590
H -1.346 0.987 1.738 -1.132 -0.048 -0.334
```
Positions in Å, forces in eV/Å.

Values from the calculation:
SMILES: CC#CCN1CC1
HOMO energy: -8.556 eV
F_max: 1.19 eV/A
total charge: 0